(1)
21
Properties=species:S:1:pos:R:3 method="wB97M-V/def2-TZVPD" smiles="N=P(O)(O)c1c[nH+]ccc1C(=O)O" e_above_lowest_kj_mol=0.0 total_charge=+1 e_homo_ev=-12.5015
N 2.762 0.657 0.317
P 1.838 -0.314 -0.481
O 2.202 -0.241 -2.054
O 2.112 -1.800 0.070
C 0.127 0.262 -0.149
C -0.162 1.543 -0.579
N -1.352 2.103 -0.367
C -2.322 1.444 0.282
C -2.144 0.162 0.728
C -0.890 -0.447 0.511
C -0.651 -1.880 1.010
O 0.047 -2.074 1.966
O -1.245 -2.880 0.317
H 3.409 1.144 -0.294
H 3.174 -0.244 -2.074
H 2.187 -1.682 1.036
H 0.602 2.118 -1.106
H -1.508 3.058 -0.676
H -3.295 1.901 0.464
H -2.931 -0.365 1.269
H -1.961 -2.465 -0.191


(2)
78
Properties=species:S:1:pos:R:3 method="wB97M-V/def2-TZVPD" e_above_lowest_kj_mol=746.8 e_homo_ev="-3.7039 / -5.5275" multiplicity=8 s2=15.79
C -2.143 -0.374 -4.824
C -1.317 -1.170 -3.809
H -2.572 -1.048 -5.565
H -1.459 0.332 -5.307
H -2.966 0.163 -4.341
C -0.623 -2.311 -4.236
C -0.235 -2.646 -5.623
H -0.453 -3.131 -3.547
H 0.444 -1.945 -6.146
H -1.111 -2.791 -6.269
H 0.282 -3.612 -5.613
Gd 0.694 1.125 1.856
Cl 2.304 3.119 1.916
C -0.278 -1.728 2.988
O 0.697 -0.919 2.841
N -0.111 -2.977 3.365
C 1.230 -3.569 3.446
C -1.244 -3.772 3.822
H -1.311 -1.385 2.778
H 1.971 -2.788 3.261
H 1.330 -4.362 2.695
H 1.360 -4.002 4.440
H -2.176 -3.221 3.609
H -1.172 -3.947 4.906
H -1.275 -4.735 3.300
H 1.156 3.868 6.584
H -1.019 5.627 6.092
C 1.233 3.933 5.492
C -0.709 5.431 5.057
N -0.100 4.111 4.914
H 1.674 3.023 5.089
C -0.735 3.121 4.289
O -0.147 2.146 3.726
H -1.590 5.508 4.408
H -1.845 3.186 4.258
H 1.838 4.804 5.216
H 0.025 6.191 4.756
H 2.057 0.607 -2.749
H 2.448 -2.633 -2.664
C 3.003 0.282 -2.289
C 3.248 -2.177 -2.065
N 2.803 -0.924 -1.470
H 3.419 1.103 -1.697
C 2.564 -0.927 -0.137
O 2.618 0.052 0.657
H 3.508 -2.852 -1.238
H 2.288 -1.932 0.257
H 3.683 0.003 -3.106
H 4.111 -1.984 -2.713
O -0.705 -0.192 -2.792
C -1.674 -1.065 -2.305
C -0.015 -2.722 -1.316
C -1.294 -2.134 -1.353
H 0.776 -2.323 -1.956
C 0.228 -3.857 -0.518
H -2.621 -0.577 -2.065
C -2.323 -2.690 -0.573
H 1.236 -4.313 -0.502
C -0.807 -4.389 0.275
C -2.073 -3.791 0.234
H -3.313 -2.248 -0.645
H -0.607 -5.310 0.841
H -2.875 -4.194 0.853
Si -0.422 3.239 -1.423
Cl 0.438 1.222 -0.686
C 1.060 4.419 -1.439
C -1.444 3.922 0.000
C -1.246 3.052 -3.047
H 1.768 4.163 -0.633
H 0.689 5.451 -1.245
H 1.565 4.428 -2.417
H -0.507 2.820 -3.825
H -1.736 4.001 -3.316
H -2.007 2.260 -3.023
H -2.205 3.222 0.395
H -1.953 4.829 -0.393
H -0.795 4.249 0.839
I -2.534 0.655 1.426


(3)
103
Properties=species:S:1:pos:R:3 method="wB97M-V/def2-TZVPD" smiles="CCCCCCCCCCC[C@H]1CCOS(=O)(=O)[C@H]1CCCC(=O)OCC.CC(C)O.CC(C)O.CC(C)O" e_above_lowest_kj_mol=271.5 e_homo_ev=-10.0050
C 8.149 -2.460 0.328
C 7.667 -1.445 1.501
C 6.211 -0.911 1.053
C 6.433 0.454 0.247
C 5.989 0.244 -1.303
C 4.358 0.158 -1.282
C 3.743 0.576 -2.699
C 2.601 1.687 -2.634
C 1.642 1.584 -1.364
C 0.163 2.164 -1.605
C -0.435 2.684 -0.190
C -0.486 1.439 0.815
C 0.715 1.574 1.870
C 0.675 2.894 2.773
O -0.632 3.554 2.828
S -1.747 2.371 3.179
O -1.292 1.474 4.310
O -3.100 2.903 3.562
C -1.843 1.301 1.653
C -3.182 1.510 0.819
C -3.319 0.572 -0.461
C -3.811 -0.896 0.014
C -3.403 -1.995 -1.049
O -3.125 -1.651 -2.203
O -3.380 -3.366 -0.686
C -2.019 -3.619 -0.241
C -1.860 -5.090 0.412
H 7.282 -3.158 0.080
H 8.346 -1.799 -0.580
H 9.068 -3.013 0.691
H 8.450 -0.625 1.552
H 7.652 -1.984 2.499
H 5.580 -0.813 1.990
H 5.724 -1.677 0.358
H 7.517 0.824 0.262
H 5.822 1.289 0.736
H 6.465 -0.729 -1.644
H 6.327 1.120 -1.955
H 4.035 0.800 -0.407
H 4.126 -0.950 -1.141
H 3.442 -0.370 -3.269
H 4.607 1.036 -3.303
H 3.015 2.752 -2.737
H 1.942 1.536 -3.566
H 2.106 2.262 -0.557
H 1.632 0.522 -0.929
H 0.250 3.027 -2.337
H -0.466 1.328 -2.054
H -1.428 3.198 -0.372
H 0.291 3.508 0.142
H -0.405 0.495 0.173
H 1.751 1.495 1.422
H 0.612 0.677 2.583
H 0.975 2.689 3.856
H 1.397 3.681 2.356
H -1.878 0.227 2.060
H -4.091 1.299 1.485
H -3.282 2.612 0.527
H -4.120 0.973 -1.163
H -2.325 0.479 -0.994
H -3.310 -1.072 1.033
H -4.932 -0.836 0.180
H -1.327 -3.535 -1.137
H -1.732 -2.842 0.557
H -1.188 -4.951 1.329
H -2.868 -5.531 0.694
H -1.348 -5.810 -0.306
C -7.446 0.844 2.194
C -7.387 1.084 3.695
C -7.726 2.526 4.039
O -6.080 0.778 4.173
H -6.722 1.477 1.669
H -7.189 -0.193 1.961
H -8.443 1.055 1.799
H -8.083 0.412 4.202
H -7.012 3.215 3.577
H -7.669 2.687 5.118
H -8.732 2.787 3.699
H -5.452 1.367 3.733
C 1.229 -2.779 1.530
C 2.632 -2.934 0.964
C 3.510 -3.773 1.881
O 3.220 -1.646 0.793
H 1.253 -2.272 2.500
H 0.613 -2.165 0.867
H 0.745 -3.751 1.657
H 2.581 -3.400 -0.023
H 3.612 -3.300 2.863
H 4.517 -3.866 1.468
H 3.094 -4.774 2.018
H 3.270 -1.224 1.661
C -3.380 1.173 -6.494
C -2.426 1.535 -5.367
C -1.510 0.372 -5.023
O -3.175 1.905 -4.210
H -4.023 0.335 -6.207
H -4.040 2.014 -6.723
H -2.835 0.900 -7.401
H -1.827 2.402 -5.657
H -2.090 -0.494 -4.685
H -0.839 0.642 -4.204
H -0.908 0.073 -5.885
H -3.708 1.144 -3.946


(4)
18
Properties=species:S:1:pos:R:3 method="wB97M-V/def2-TZVPD" e_above_lowest_kj_mol=189.9 e_homo_ev=-10.2522
C -1.123 1.500 1.750
C -1.973 -2.039 -0.066
C -0.283 1.087 0.872
C -2.024 -0.888 -0.706
N 3.122 -0.770 0.336
O -1.030 1.266 -1.742
O 0.760 -0.251 -1.072
O 2.549 1.634 -0.050
O 3.248 0.336 -2.034
S -0.577 0.319 -0.751
S 2.808 0.380 -0.679
H -0.654 2.008 2.637
H -2.165 1.512 1.750
H -2.923 -2.553 -0.143
H -1.262 -2.477 0.516
H 0.865 1.310 0.996
H 3.450 -1.683 -0.156
H -2.787 -0.690 -1.460


(5)
21
Properties=species:S:1:pos:R:3 method="wB97M-V/def2-TZVPD" smiles="CC(=O)NC(C)C.O" e_above_lowest_kj_mol=160.5 e_homo_ev=-9.5354
C -0.283 -0.719 2.481
C -0.777 0.285 1.438
O -1.841 0.961 1.443
N 0.149 0.362 0.393
C 0.042 1.208 -0.737
C -1.339 0.971 -1.436
C 1.292 0.854 -1.609
H -0.604 -0.608 3.522
H -0.585 -1.770 2.247
H 0.845 -0.707 2.514
H 0.873 -0.368 0.477
H 0.068 2.407 -0.243
H -1.496 -0.090 -1.432
H -2.200 1.515 -0.966
H -1.467 1.307 -2.496
H 2.176 1.061 -0.975
H 1.382 1.531 -2.557
H 1.432 -0.127 -1.945
O 1.047 -2.638 0.227
H 0.835 -3.451 -0.157
H 0.449 -1.984 -0.190


(6)
26
Properties=species:S:1:pos:R:3 method="wB97M-V/def2-TZVPD" e_above_lowest_kj_mol=108.9 total_charge=+2 e_homo_ev="-16.8295 / -16.9312" multiplicity=5 s2=6.04
O 4.375 -0.509 2.641
C 3.667 -0.367 1.662
Cr -0.832 0.329 -0.406
O 0.526 -1.842 -2.184
C 0.095 -1.000 -1.457
C -2.528 0.839 -0.902
O -3.526 1.453 -0.859
C 0.575 1.011 -1.633
O 1.344 1.619 -2.329
C -0.946 -1.024 1.051
O -1.257 -1.829 1.864
C -1.568 2.170 4.814
C -1.009 2.136 3.441
C -0.489 3.197 2.723
C -0.182 2.745 1.453
N -0.606 1.434 1.301
N -1.039 1.056 2.596
C 0.507 3.594 0.461
H -0.804 2.557 5.520
H -2.409 2.897 4.834
H -1.943 1.189 5.191
H -0.366 4.204 3.103
H -1.264 0.139 2.940
H -0.149 4.450 0.205
H 1.416 4.020 0.934
H 0.820 3.131 -0.477